DFT (ωB97M-V/def2-TZVPD) results for a molecular structure, C36H41ClHgN11O5SSe2Te2.

Geometry as XYZ:
```
100
Properties=species:S:1:pos:R:3:mulliken_spin:R:1
Hg 2.13815 1.30883 -1.14180 0.03
C -0.59543 -5.93462 -3.02471 0.00
C -0.01858 -4.84551 -2.16104 0.00
C 0.90115 -5.13733 -1.15958 0.01
C 1.42234 -4.13461 -0.35466 -0.01
C 1.03136 -2.82071 -0.55671 0.03
C 0.08455 -2.51930 -1.52560 0.01
C -0.42693 -3.52598 -2.32617 0.01
S 1.61566 -1.50754 0.49472 -0.01
O 1.96767 -2.14223 1.74537 0.00
O 0.51544 -0.56178 0.50518 -0.02
N 2.82740 -0.74803 -0.19952 0.01
C 4.14062 -1.16807 -0.07162 0.00
C 4.54111 -2.45263 0.33337 0.01
C 5.88722 -2.72596 0.44254 0.00
C 6.82504 -1.74782 0.13771 0.00
C 6.34115 -0.52423 -0.28851 0.00
N 5.04763 -0.24332 -0.39736 0.00
H 0.07621 -6.79230 -3.08094 0.00
H -0.77568 -5.57270 -4.03758 0.00
H -1.55082 -6.28666 -2.62677 0.00
H 1.21630 -6.16386 -1.00503 0.00
H 2.10631 -4.37602 0.44714 0.00
H -0.25796 -1.50098 -1.63992 -0.01
H -1.13694 -3.26335 -3.10190 -0.01
H 3.81495 -3.21199 0.56674 0.00
H 6.20504 -3.71072 0.76688 0.00
H 7.88828 -1.92309 0.22965 0.00
H 7.01467 0.28379 -0.56230 0.00
N -0.59397 2.86181 -2.65243 0.01
C -0.56404 1.61376 -3.21130 -0.01
N -1.63274 1.24647 -3.94089 0.09
C -1.52285 -0.00857 -4.42384 0.04
N -2.67040 -0.50423 -5.03040 0.00
N -0.47316 -0.79072 -4.39797 0.04
C 0.60072 -0.28828 -3.70505 0.25
N 0.49572 0.86058 -2.96572 0.06
C 1.86492 -0.92169 -3.78941 0.08
C 2.03256 -2.18184 -4.42422 0.13
C 3.28292 -2.73079 -4.50518 -0.05
C 4.38801 -2.02377 -4.00500 0.23
C 4.14278 -0.79569 -3.40777 -0.11
N 2.94143 -0.25965 -3.26313 0.16
H -1.26694 3.47404 -3.08207 0.00
H 0.32684 3.26338 -2.47808 0.00
H -3.30354 0.22392 -5.31900 0.00
H -2.47831 -1.20647 -5.72608 0.00
H 1.16077 -2.68859 -4.81211 0.03
H 3.41640 -3.70823 -4.95764 0.00
H 5.39523 -2.41287 -4.06344 0.02
H 4.96674 -0.20707 -3.01956 0.00
Se 4.70126 2.50233 -1.72495 0.00
Te 6.91710 3.54866 -2.12266 0.00
Te 5.20436 4.74009 1.71668 0.00
Se 3.94424 2.88603 0.58620 0.00
O 2.24231 3.34103 -2.11380 0.00
O 3.56590 3.63595 -2.57006 0.00
C -3.17740 -1.69103 4.01075 0.00
C -2.44629 -0.76891 3.01872 0.00
C -2.49973 -1.45753 1.64855 0.00
C -0.97499 -0.66331 3.44315 0.00
C -3.17910 0.62458 2.97343 0.00
O -4.59425 0.40277 2.82006 0.00
C -2.90982 1.43985 4.24816 0.00
C -3.91107 2.55862 4.56518 0.00
C -3.89331 3.74059 3.62919 0.00
C -5.02062 4.07619 2.88757 0.00
C -5.01095 5.14495 2.00294 0.00
C -3.85182 5.88629 1.86079 0.00
Cl -3.82622 7.22780 0.74772 0.00
C -2.71342 5.58117 2.58862 0.00
C -2.74622 4.51513 3.47331 0.00
C -2.88982 1.41331 1.68396 0.00
N -1.51561 1.80302 1.43542 0.00
C -0.89401 1.76921 0.25383 0.00
N 0.32215 2.25496 0.37041 0.00
C 0.40135 2.59465 1.67589 0.00
N -0.69239 2.35160 2.36452 0.00
H -2.58434 -2.59426 4.15736 0.00
H -4.15180 -2.00207 3.62606 0.00
H -3.32004 -1.23847 4.99579 0.00
H -2.18944 -2.49958 1.75508 0.00
H -1.80859 -1.00457 0.93883 0.00
H -3.51220 -1.44603 1.23741 0.00
H -0.58555 -1.66862 3.61660 0.00
H -0.83842 -0.08633 4.35847 0.00
H -0.35641 -0.22529 2.66494 0.00
H -4.91028 -0.01947 3.62499 0.00
H -1.90837 1.85931 4.17176 0.00
H -2.91160 0.75924 5.10304 0.00
H -3.67483 2.91114 5.57415 0.00
H -4.92782 2.16223 4.59804 0.00
H -5.91746 3.47571 2.98658 0.00
H -5.88716 5.39500 1.42062 0.00
H -1.81143 6.16196 2.45447 0.00
H -1.85033 4.26660 4.02780 0.00
H -3.52492 2.29856 1.65838 0.00
H -3.18547 0.77977 0.85098 0.00
H -1.33638 1.36644 -0.64168 0.00
H 1.28624 3.02393 2.11943 0.00
```

M: 1389.026 g mol⁻¹
Expectation value of S²: 0.769
Energy relative to the best compared isomer or geometry (same formula, charge and spin): 21.5 kcal per mole
Orbital gap (alpha / beta): 3.97 / 4.76 eV
LUMO energy (alpha / beta): 3.41 / 3.41 eV
Charge: -2
Spin multiplicity: 2
E_HOMO (alpha / beta): -0.558 / -1.353 eV

---

DFT (ωB97M-V/def2-TZVPD) results for 7 unconnected molecules or ions with the total composition C36H41ClN2O10.

Geometry as XYZ:
```
90
Properties=species:S:1:pos:R:3:mulliken_charge:R:1
C 3.67361 -0.57600 4.73107 -1.67
C 2.52178 0.22522 4.10421 -0.43
N 2.95956 1.28492 3.30449 0.43
C 3.47116 2.47634 3.64789 -0.25
C 3.60409 3.29254 2.51281 -0.42
N 3.04272 2.55737 1.50096 0.31
C 2.72813 1.36879 1.92132 -0.24
C 2.99666 3.01982 0.12919 -1.46
H 3.55560 -1.51357 5.30040 0.46
H 4.21752 -0.03145 5.29405 0.65
H 4.44917 -1.18374 4.18974 0.28
H 1.88701 0.60134 4.68485 0.86
H 1.87560 -0.53900 3.40459 0.05
H 3.91728 2.66518 4.67191 0.36
H 4.16452 4.38493 2.42370 0.30
H 2.16863 0.57153 1.41599 0.26
H 2.59402 2.26044 -0.51687 0.49
H 3.90424 3.45893 -0.11322 0.43
H 2.11060 3.58988 0.01389 0.61
Cl 0.21957 -0.34542 -0.62657 -0.48
C -5.82976 -2.52391 -2.05099 -0.55
C -5.02707 -2.31495 -0.78917 -1.13
C -4.15287 -1.19370 -0.78310 0.19
C -4.10870 -0.24533 -1.71142 -0.17
C -4.91883 -0.37115 -2.82880 -0.38
C -5.79230 -1.47151 -2.98921 0.59
O -6.40907 -1.70412 -4.20352 -0.59
O -3.37223 -1.08676 0.31966 -0.53
H -6.60882 -3.28697 -2.16740 0.37
H -4.73648 -2.95284 -0.31311 0.71
H -3.69750 0.69429 -1.47900 0.58
H -4.89850 0.39391 -3.65755 0.28
H -6.44798 -2.64914 -4.51897 0.33
H -2.33529 -0.76765 0.25602 0.24
C 5.27291 -2.41489 0.17971 -0.78
C 3.69451 -2.19674 0.10968 -0.29
C 2.88225 -2.59084 1.22971 0.49
C 3.55130 -3.03758 2.44982 -0.19
C 4.96844 -3.20066 2.44405 -0.75
C 5.85012 -2.97719 1.35804 0.37
O 7.16749 -3.26723 1.43186 -0.56
O 1.50701 -2.42168 1.37302 -0.53
H 5.75868 -2.32424 -0.72931 0.50
H 3.00553 -1.65694 -0.70899 0.25
H 2.82090 -3.38872 3.29289 0.30
H 5.40518 -3.63472 3.17921 0.66
H 7.56987 -3.15942 2.31279 0.33
H 1.17802 -1.55791 1.00165 -0.11
C -2.21477 2.87715 3.54623 -0.57
C -2.86185 2.38867 4.83274 -0.83
C -2.75556 1.05232 5.17228 0.35
C -1.90388 0.24559 4.43085 -0.57
C -1.18419 0.70590 3.29807 0.26
C -1.48109 1.99738 2.71372 0.20
O -1.02272 2.35752 1.58778 -0.40
O -3.52995 0.60335 6.19649 -0.59
H -2.47632 3.92877 3.23615 0.31
H -3.46688 2.93921 5.32250 0.66
H -1.90558 -0.87730 4.67262 0.29
H -0.89738 -0.14725 2.65979 0.34
H -0.47034 1.81780 1.00390 0.15
H -4.50388 0.82119 6.15062 0.35
C -1.80182 -3.23073 -5.41281 -0.44
C -1.03428 -2.72602 -4.24626 -0.43
C -0.21857 -3.67251 -3.72618 0.56
C -0.18941 -5.00077 -4.05919 -0.62
C -0.92752 -5.44350 -5.08587 -0.30
C -1.60210 -4.56296 -5.91155 0.18
O -2.41961 -5.13294 -6.88939 -0.56
O 0.43584 -3.24665 -2.45971 -0.41
H -2.37912 -2.39285 -5.65969 0.43
H -1.31143 -1.78136 -3.90115 0.46
H 0.52538 -5.74776 -3.52917 0.27
H -0.67837 -6.42176 -5.41614 0.31
H -2.37539 -6.13004 -6.66237 0.33
H 0.26447 -2.30692 -2.21006 0.20
C -1.30293 3.68220 -2.45755 -0.41
C -1.94167 5.07154 -2.22660 -0.79
C -0.95675 6.15571 -2.21542 0.63
C 0.37884 5.82471 -2.50151 -0.50
C 0.89476 4.54259 -2.75340 -0.49
C -0.02682 3.42347 -2.63858 0.53
O 0.54749 2.21673 -2.88846 -0.54
O -1.21158 7.43058 -1.82191 -0.56
H -2.17684 3.06763 -2.58363 0.38
H -2.95253 5.12078 -1.85907 0.36
H 1.05815 6.68993 -2.44940 0.30
H 1.98293 4.46255 -2.87405 0.46
H -0.04423 1.41853 -2.59099 0.21
H -2.22085 7.72004 -1.79561 0.34
```

M: 697.181 g mol⁻¹
Energy relative to the best compared isomer or geometry (same formula, charge and spin): 56.9 kcal per mole
Orbital gap: 7.51 eV
LUMO energy: -0.12 eV
Charge: 0
E_HOMO: -7.629 eV

---

DFT (ωB97M-V/def2-TZVPD) results for a molecular structure, C36H42AsBF4N8O2S7W.

Geometry as XYZ:
```
102
Properties=species:S:1:pos:R:3:mulliken_spin:R:1
W 0.14275 -0.80404 -0.19277 1.01
C -6.66405 0.97195 0.32792 0.00
C -5.17448 0.87100 0.52754 0.00
C -4.35033 1.99224 0.46825 0.01
C -2.97890 1.87541 0.58755 -0.01
C -2.36645 0.63662 0.79654 0.03
N -0.96775 0.53347 0.88179 0.06
C -0.35981 1.48678 1.72520 0.03
C -0.95347 1.87113 2.92473 -0.05
C -0.42149 2.87874 3.71170 0.08
C 0.74476 3.53557 3.32958 -0.01
C 1.35661 4.60347 4.19818 0.00
C 1.36219 3.13847 2.15573 0.12
C 0.84192 2.11832 1.35869 -0.09
N 1.49895 1.77634 0.18194 0.14
C 2.16141 2.64871 -0.62125 0.74
C 2.96559 1.81723 -1.58708 0.01
C 2.30675 0.43923 -1.44750 0.02
N 1.84533 0.41951 -0.06800 0.02
C -3.19929 -0.47888 0.88298 -0.03
C -4.57443 -0.36146 0.72168 0.00
N -2.67319 -1.76275 1.16696 -0.01
C -3.29016 -2.72933 1.87927 0.00
C -2.50606 -3.85280 1.82415 0.00
C -1.40286 -3.48388 1.04441 0.00
N -1.51743 -2.22735 0.64640 0.01
H -7.00480 2.00239 0.43859 0.00
H -7.20436 0.35567 1.04900 0.00
H -6.95124 0.63035 -0.67053 0.00
H -4.78502 2.97151 0.29593 0.00
H -2.34544 2.74774 0.49569 0.00
H -1.87136 1.38040 3.22434 0.00
H -0.92014 3.15516 4.63468 0.01
H 0.58664 5.21079 4.67785 0.00
H 1.99625 5.26527 3.61286 0.00
H 1.97044 4.16346 4.98847 0.00
H 2.28825 3.59945 1.83232 0.03
H 1.69362 3.59481 -0.85583 -0.12
H 3.99948 1.70308 -1.20984 0.01
H 2.99814 -0.39038 -1.59402 -0.01
H -5.17245 -1.26430 0.71001 0.00
H -4.22308 -2.52916 2.37659 0.00
H -2.67748 -4.80137 2.30025 0.00
H -0.52136 -4.05568 0.80223 0.00
S 2.01609 -4.89716 1.96915 0.01
As 2.36196 -3.03872 1.03447 0.02
S 1.09600 -1.45026 1.96936 -0.04
S 1.18209 -2.86920 -0.86719 0.02
S 4.34481 -2.41766 0.71367 0.02
C -1.13846 3.89619 -5.90657 0.00
C -0.72765 5.30890 -5.49726 0.00
C -1.86634 6.19740 -4.98703 0.00
C -2.32157 5.93334 -3.55515 0.00
N -2.91218 4.62107 -3.37490 0.00
C -2.27257 3.57863 -2.77575 0.02
S -0.88571 3.74637 -1.84888 -0.01
N -2.81305 2.36297 -2.97687 0.00
C -3.95739 2.06647 -3.81463 0.00
C -5.29756 2.34881 -3.14142 0.00
C -6.46883 2.06413 -4.07088 0.00
C -7.81730 2.35976 -3.42560 0.00
H -0.31954 3.40347 -6.42774 0.00
H -2.00638 3.92377 -6.57464 0.00
H -1.38215 3.26990 -5.04924 0.00
H -0.28227 5.80186 -6.36696 0.00
H 0.05886 5.24848 -4.74023 0.00
H -2.72516 6.10918 -5.66679 0.00
H -1.55563 7.24683 -5.02937 0.00
H -3.04781 6.69509 -3.25283 0.00
H -1.47610 5.98737 -2.87092 0.00
H -3.64586 4.38455 -4.02319 0.00
H -2.30981 1.58458 -2.56997 0.00
H -3.89217 1.01064 -4.06318 0.00
H -3.87922 2.61169 -4.76533 0.00
H -5.33976 3.38834 -2.79711 0.00
H -5.36450 1.72669 -2.24517 0.00
H -6.42989 1.01695 -4.38521 0.00
H -6.36206 2.66035 -4.98438 0.00
H -7.96169 1.75170 -2.53026 0.00
H -8.64389 2.15425 -4.10827 0.00
H -7.88225 3.40801 -3.12420 0.00
F -3.05966 -0.72793 -3.33098 0.00
B -2.55319 -1.65172 -2.41406 -0.01
F -1.77405 -2.60879 -2.99670 0.00
F -3.56988 -2.17891 -1.63465 0.00
F -1.68345 -0.82412 -1.50225 0.02
O 2.05894 3.05800 -6.09608 0.00
S 3.24800 2.79014 -5.34327 0.00
O 4.39946 2.27703 -6.02673 0.00
N 2.90082 1.81582 -4.03604 0.00
C 3.10597 2.43383 -2.93325 -0.03
S 0.73791 0.12801 -2.33046 -0.01
C 3.59595 3.84742 -3.05434 0.03
C 3.94322 4.74867 -2.06042 -0.01
C 4.37327 6.01361 -2.44461 0.01
C 4.45959 6.36781 -3.78725 0.00
C 4.12659 5.45710 -4.78429 0.00
C 3.70526 4.20944 -4.38246 0.01
H 3.86214 4.47028 -1.01711 -0.03
H 4.64276 6.73672 -1.68537 0.00
H 4.79459 7.36105 -4.05869 0.00
H 4.19846 5.71392 -5.83296 0.00
```

M: 1188.821 g mol⁻¹
Expectation value of S²: 2.031
Energy relative to the best compared isomer or geometry (same formula, charge and spin): 59.6 kcal per mole
Orbital gap (alpha / beta): 4.66 / 5.58 eV
LUMO energy (alpha / beta): 3.47 / 3.47 eV
Charge: -2
Spin multiplicity: 3
E_HOMO (alpha / beta): -1.193 / -2.109 eV

---

DFT (ωB97M-V/def2-TZVPD) results for a molecular structure, C36H42AsBiN2O6S7.

Geometry as XYZ:
```
95
Properties=species:S:1:pos:R:3:mulliken_charge:R:1
Bi -0.21634 0.69351 -1.09156 1.41
O -3.29129 0.49951 -6.11535 -0.69
C -3.15844 1.80938 -5.82461 0.41
C -3.74490 2.74044 -6.68094 -0.69
C -3.66539 4.09314 -6.39949 -0.25
C -3.00513 4.54272 -5.26164 -0.90
C -2.39898 3.62323 -4.42242 -0.49
C -2.44756 2.25912 -4.69914 0.05
C -1.76518 1.32421 -3.76413 0.83
O -0.84864 1.81296 -3.01679 -0.02
N -2.16511 0.07577 -3.79227 -0.75
N -1.51784 -0.72064 -2.85760 0.16
C -1.90674 -1.93980 -2.85974 -0.74
C -1.41084 -3.02491 -2.04031 0.71
C -1.94411 -4.29446 -2.29486 -0.62
C -1.51320 -5.43031 -1.63984 -0.91
C -0.48351 -5.29505 -0.70046 -0.26
C 0.05909 -4.06472 -0.41855 -0.59
C -0.39977 -2.86412 -1.04129 -0.11
O 0.09788 -1.73930 -0.70011 -0.29
H -2.90439 0.01079 -5.33425 0.53
H -4.27292 2.37242 -7.55199 0.40
H -4.13838 4.80317 -7.06905 0.35
H -2.97604 5.59711 -5.01982 0.40
H -1.90091 3.93682 -3.51284 0.38
H -2.68328 -2.20893 -3.58212 0.19
H -2.72298 -4.37369 -3.04792 0.34
H -1.94733 -6.39750 -1.85808 0.36
H -0.10678 -6.17344 -0.18506 0.39
H 0.86058 -3.95615 0.30424 0.34
O 5.06925 0.47845 -2.69693 -0.62
S 5.41951 1.70108 -1.92168 0.17
C 5.07203 1.33630 -0.17666 0.18
C 5.80775 0.05839 0.24640 -1.09
C 4.83035 -1.07590 0.56859 -0.62
C 4.06901 -0.79736 1.87251 -0.94
S 2.26202 -0.83095 1.61657 0.76
O 2.05307 0.25127 0.61137 -0.34
C 1.85954 -0.12751 3.21830 0.29
C 1.16317 1.06940 3.23788 -0.21
C 0.74310 1.58118 4.45798 -0.50
C 1.03295 0.90741 5.63672 -0.55
C 1.73541 -0.29212 5.60384 -0.54
C 2.14161 -0.82182 4.38722 -0.67
C 4.10574 2.89393 -2.12592 0.38
C 4.31558 4.19432 -1.69157 -0.45
C 3.26999 5.10373 -1.75834 -0.51
C 2.04179 4.71160 -2.27230 -0.57
C 1.85526 3.41821 -2.74044 -0.73
C 2.89367 2.49899 -2.66854 -0.35
H 3.98968 1.24349 -0.05369 -0.38
H 5.40680 2.22482 0.36316 0.44
H 6.42276 0.26020 1.12831 0.36
H 6.48980 -0.26275 -0.54494 0.53
H 5.37048 -2.02148 0.64806 0.54
H 4.13366 -1.17685 -0.26747 0.25
H 4.29791 0.19563 2.26424 0.45
H 4.29397 -1.52881 2.65063 0.56
H 0.90295 1.56830 2.31018 0.25
H 0.14870 2.48611 4.46054 0.43
H 0.69261 1.30527 6.58539 0.37
H 1.94806 -0.82783 6.52163 0.38
H 2.64523 -1.78244 4.35813 0.34
H 5.28017 4.48704 -1.28962 0.39
H 3.40781 6.11288 -1.39057 0.36
H 1.21078 5.40438 -2.28491 0.42
H 0.89116 3.10785 -3.12373 0.74
H 2.77619 1.47699 -3.00737 0.55
S -3.12155 4.49062 -0.40701 -0.56
As -2.10734 3.00645 0.68015 0.30
S 0.05895 3.02171 0.25843 -0.56
S -2.57778 0.97986 -0.28880 -0.63
S -2.48754 2.86664 2.75635 -0.61
C -4.90349 -2.52214 2.11008 -1.22
C -4.50887 -1.04827 2.13099 -0.13
C -3.12946 -0.77051 2.71261 0.08
S -1.80294 -1.49738 1.71543 0.41
O -0.59412 -0.64887 1.95498 -0.22
C -1.45879 -2.98999 2.69540 -0.58
C -0.95164 -2.70036 4.09907 0.36
C -0.17263 -3.87555 4.67906 -1.63
H -5.93322 -2.64790 1.76963 0.44
H -4.82248 -2.97041 3.10555 0.26
H -4.26664 -3.09358 1.43093 0.22
H -5.23291 -0.47908 2.72056 0.45
H -4.54519 -0.64030 1.11904 0.08
H -3.04440 -1.10521 3.74823 0.50
H -2.89682 0.29861 2.67952 -0.73
H -0.68762 -3.49089 2.10630 0.02
H -2.34932 -3.62268 2.67908 0.56
H -1.78119 -2.44957 4.76400 0.29
H -0.31066 -1.81765 4.04997 -0.20
H -0.79049 -4.77532 4.74530 0.42
H 0.19866 -3.64671 5.68064 0.41
H 0.68837 -4.11419 4.04957 0.29
```

M: 1107.111 g mol⁻¹
Energy relative to the best compared isomer or geometry (same formula, charge and spin): 11.6 kcal per mole
Orbital gap: 5.65 eV
LUMO energy: 3.63 eV
Charge: -2
E_HOMO: -2.028 eV